Model P:
Computed, not measured: C32H54BFeN9S8 as an isolated structure, with ωB97M-V with the def2-TZVPD basis set.

```
! wB97M-V def2-TZVPD RIJCOSX def2/J DEFGRID3
* xyz -1 6
Fe 1.06395 0.28722 0.61305
C -3.98700 3.22881 3.75340
C -3.30622 2.49035 2.60248
C -4.34787 2.21979 1.51781
C -2.16372 3.35625 2.07436
N -2.77480 1.18509 3.09797
C -2.92476 0.71443 4.39798
C -2.38824 -0.51581 4.43526
N -1.91426 -0.81605 3.17516
B -1.31845 -2.22283 2.91001
N 0.12174 -2.38024 3.44650
C 0.56599 -3.63987 3.78815
C 1.87259 -3.55338 4.07172
N 2.24476 -2.22335 3.91118
C 1.15679 -1.50819 3.50970
S 1.04969 0.16813 3.15635
C 3.68799 -1.84769 4.08810
C 4.13438 -2.37037 5.45899
C 4.47729 -2.52527 2.96933
C 3.94851 -0.34666 4.04542
N -1.49478 -2.64341 1.42245
C -2.76146 -2.99622 1.00607
C -2.69372 -3.33553 -0.28721
N -1.36536 -3.20440 -0.68006
C -0.63167 -2.76818 0.38761
S 1.03390 -2.36967 0.43867
C -0.97806 -3.63893 -2.06033
C -1.34484 -5.12208 -2.19554
C -1.77566 -2.78592 -3.05160
C 0.50614 -3.48735 -2.37418
C -2.14636 0.22996 2.35133
S -1.67276 0.35286 0.70948
H -4.35186 4.17916 3.36405
H -3.28730 3.44833 4.56174
H -4.84051 2.67724 4.15324
H -4.77285 3.16915 1.18415
H -5.15380 1.59332 1.90938
H -3.89286 1.71731 0.66529
H -2.55709 4.33348 1.78340
H -1.68991 2.90120 1.20800
H -1.39850 3.49618 2.84074
H -3.36860 1.29118 5.18505
H -2.28564 -1.20553 5.25527
H -1.99683 -3.00284 3.55134
H -0.09241 -4.49126 3.78178
H 2.56950 -4.31910 4.35393
H 4.14935 -3.45949 5.51067
H 3.47569 -1.99362 6.24409
H 5.14607 -2.01613 5.65766
H 4.34450 -3.60936 2.98297
H 5.53981 -2.30355 3.09050
H 4.15522 -2.14617 1.99872
H 3.33010 0.19863 4.75701
H 3.77800 0.07215 3.05681
H 4.99981 -0.20308 4.30613
H -3.60864 -2.93404 1.66734
H -3.47060 -3.64537 -0.96021
H -2.42143 -5.28774 -2.13207
H -0.85948 -5.70183 -1.40806
H -1.00034 -5.49448 -3.16185
H -2.85169 -2.94483 -2.96255
H -1.47891 -3.04766 -4.06973
H -1.56039 -1.72842 -2.88561
H 1.13264 -4.05472 -1.68943
H 0.83357 -2.45158 -2.34654
H 0.64708 -3.87329 -3.38711
S 6.17010 0.71141 -0.22436
C 4.63805 0.87076 0.42478
S 3.38611 -0.25925 0.19590
S 4.54671 2.26261 1.36020
C -1.94151 2.79511 -5.62403
C -3.02571 1.88390 -5.04780
C -2.53504 0.91318 -3.97221
C -2.22277 1.53556 -2.61286
N -0.98099 2.29357 -2.59866
C 0.23725 1.76355 -2.38461
S 0.45758 0.10923 -2.02044
N 1.24781 2.63137 -2.49835
C 2.65507 2.37832 -2.21144
C 3.56140 3.00966 -3.26022
C 3.64991 2.24559 -4.58161
C 2.33211 2.07552 -5.33785
H -2.33464 3.40557 -6.44027
H -1.10868 2.20410 -6.01401
H -1.53334 3.46833 -4.87027
H -3.46462 1.30298 -5.86442
H -3.83661 2.49474 -4.63569
H -1.63494 0.39637 -4.32247
H -3.29557 0.14240 -3.81023
H -2.17612 0.75309 -1.86152
H -3.01568 2.22839 -2.32035
H -1.05039 3.28680 -2.41500
H 0.98251 3.60791 -2.49912
H 2.80654 1.30275 -2.16944
H 2.88480 2.77875 -1.22339
H 4.56123 3.06154 -2.82210
H 3.24450 4.04502 -3.44391
H 4.07378 1.25709 -4.37703
H 4.36691 2.76287 -5.22646
H 1.64967 1.40731 -4.80960
H 2.51126 1.65272 -6.32931
H 1.82217 3.03473 -5.46914
S 1.20100 2.75593 1.08210
C 0.34580 3.79100 0.08583
N -0.21107 4.54482 -0.60639
*
```

Summary:
**Lowest unoccupied orbital energy (alpha / beta)**: 2.322 / 1.339 eV
**HOMO level (alpha / beta)**: -4.54 / -4.89 eV
**Kohn-Sham gap (alpha / beta)**: 6.87 / 6.23 eV

Results of the Löwdin charge analysis, in e, for atoms 1 through 6:
1 Fe -0.095
2 C -0.064
3 C -0.545
4 C -0.047
5 C -0.066
6 N 0.012


Model Q:
Computed, not measured: C32H54BFeN9S8 as an isolated structure, with ωB97M-V with the def2-TZVPD basis set.

```
! wB97M-V def2-TZVPD RIJCOSX def2/J DEFGRID3
* xyz -1 6
Fe -0.25570 -0.39760 -0.05790
C -3.85290 -2.42130 3.37350
C -2.55610 -1.81630 3.91910
C -1.39640 -2.70780 3.49240
C -2.59010 -1.75170 5.45490
N -2.43770 -0.43760 3.43280
C -3.44570 0.47230 3.64340
C -3.00670 1.68430 3.24810
N -1.72670 1.54930 2.79160
B -0.87130 2.77960 2.42860
N -1.36000 3.43390 1.12350
C -1.30060 4.77810 0.89800
C -1.83770 5.03720 -0.31340
N -2.23450 3.83880 -0.85710
C -1.90680 2.86230 0.03310
S -2.14800 1.20140 -0.14450
C -2.84990 3.64060 -2.16940
C -3.16370 4.99630 -2.80730
C -1.86040 2.88130 -3.05310
C -4.16250 2.86740 -2.00420
N 0.63860 2.48860 2.37240
C 1.40720 2.64770 3.49150
C 2.70600 2.59590 3.13580
N 2.76520 2.38830 1.77800
C 1.47700 2.28340 1.33040
S 0.97860 1.86850 -0.22410
C 3.96930 2.60620 0.97010
C 3.78020 3.92340 0.20660
C 4.21690 1.46320 -0.00750
C 5.19100 2.72450 1.88490
C -1.39630 0.24310 2.88230
S 0.07360 -0.36940 2.32510
H -3.91580 -3.46210 3.67750
H -3.84090 -2.37640 2.28720
H -4.73750 -1.90520 3.73660
H -1.58700 -3.71980 3.84210
H -0.45280 -2.36900 3.91080
H -1.30510 -2.74180 2.41030
H -2.68370 -2.75650 5.86020
H -3.42670 -1.15370 5.81210
H -1.66560 -1.31510 5.82820
H -4.39280 0.19000 4.04770
H -3.50060 2.63470 3.24710
H -1.03440 3.58360 3.30480
H -0.88360 5.44710 1.62240
H -1.94170 5.97090 -0.81880
H -2.25530 5.56140 -3.00140
H -3.82970 5.58170 -2.17620
H -3.66250 4.82990 -3.75860
H -0.94330 3.45450 -3.16970
H -2.29120 2.69510 -4.03230
H -1.59790 1.92870 -2.60320
H -4.84140 3.41220 -1.35070
H -3.97070 1.89250 -1.56720
H -4.63710 2.73420 -2.97330
H 0.96200 2.77670 4.45610
H 3.57100 2.67340 3.75770
H 2.92920 3.83570 -0.46350
H 4.67040 4.13940 -0.37920
H 3.60550 4.74660 0.89940
H 3.38970 1.36340 -0.70020
H 4.32170 0.52290 0.52480
H 5.12660 1.65920 -0.56950
H 5.12790 3.59530 2.53380
H 6.07540 2.83260 1.26330
H 5.31020 1.82760 2.48720
S 2.84140 -3.88370 0.44990
C 1.75770 -2.64430 0.20130
S 2.17110 -1.00120 0.11530
S 0.08860 -2.88720 -0.03590
C -3.02040 -2.10160 -6.20720
C -3.94150 -1.11310 -5.50230
C -3.24210 -0.30190 -4.41040
C -3.01700 -1.05670 -3.09840
N -2.00130 -2.07380 -3.22890
C -0.69790 -1.85270 -2.98210
S -0.11880 -0.33690 -2.50560
N 0.13560 -2.86770 -3.24760
C 1.57550 -2.81300 -3.16110
C 2.19450 -3.77410 -4.17010
C 1.85820 -3.44940 -5.62540
C 2.48940 -2.14380 -6.09300
H -3.55340 -2.61490 -7.00640
H -2.64650 -2.84610 -5.51100
H -2.16920 -1.58070 -6.64080
H -4.78600 -1.65050 -5.06460
H -4.34170 -0.41870 -6.24800
H -3.85400 0.57030 -4.17530
H -2.27520 0.05050 -4.77260
H -3.93890 -1.53370 -2.76200
H -2.70780 -0.33610 -2.33480
H -2.32810 -3.02650 -3.10980
H -0.26140 -3.79830 -3.26110
H 1.91840 -3.09350 -2.16010
H 1.87900 -1.78040 -3.34120
H 1.85160 -4.78590 -3.93760
H 3.27640 -3.75610 -4.03190
H 0.77440 -3.38890 -5.74580
H 2.21880 -4.26900 -6.25360
H 2.06650 -1.29800 -5.55800
H 2.31600 -1.99550 -7.15730
H 3.56360 -2.15950 -5.91980
S -2.53350 -1.52310 0.24620
C -2.88650 -2.89430 -0.57020
N -3.17490 -3.82380 -1.20150
*
```

Summary:
**Lowest unoccupied orbital energy (alpha / beta)**: 2.256 / 2.253 eV
**HOMO level (alpha / beta)**: -3.70 / -4.25 eV
**Kohn-Sham gap (alpha / beta)**: 5.96 / 6.50 eV

Results of the Löwdin charge analysis, in e, for atoms 1 through 6:
1 Fe -0.190
2 C -0.041
3 C -0.550
4 C -0.092
5 C -0.029
6 N 0.003


Relative energy table, unit kcal/mol: model P 0.0; model Q 26.5


Model P:
Computed, not measured: a 2-piece molecular cluster, C5H15N2O overall, with ωB97M-V with the def2-TZVPD basis set.

```
! wB97M-V def2-TZVPD RIJCOSX def2/J DEFGRID3
* xyz 1 1
N 1.96026 -0.31741 0.19802
C 0.57072 -0.92715 -0.07145
C -0.07702 0.05024 -0.99470
C -1.61726 -0.04097 -1.01173
C -2.25345 0.40182 -2.09172
C -0.02297 -1.15943 1.34852
N 1.00745 -1.75871 2.17776
H 2.42916 -0.93568 0.87930
H 2.58600 -0.33632 -0.60808
H 1.78490 0.61538 0.57345
H 0.66526 -1.91169 -0.54956
H 0.18316 1.10739 -0.92675
H 0.29146 0.04986 -2.03960
H -2.17557 -0.78005 -0.44936
H -1.87310 0.88683 -2.98253
H -3.30756 0.19574 -2.20766
H -0.85186 -1.83177 1.06880
H -0.41863 -0.19333 1.69549
H 0.83498 -2.75283 2.13182
H 1.05453 -1.47991 3.14887
H -0.45010 3.69637 -0.50201
H -0.44346 3.92860 0.94280
O 0.12309 3.49299 0.27033
*
```

Summary:
**Lowest unoccupied orbital energy**: -2.987 eV
**HOMO level**: -13.06 eV
**Kohn-Sham gap**: 10.08 eV

Results of the Löwdin charge analysis, in e, for atoms 1 through 6:
1 N 0.201
2 C -0.275
3 C -0.185
4 C -0.146
5 C 0.016
6 C -0.210


Model Q:
Computed, not measured: an isolated ion of composition C5H15N2O and charge +1, with ωB97M-V with the def2-TZVPD basis set.

```
! wB97M-V def2-TZVPD RIJCOSX def2/J DEFGRID3
* xyz 1 1
C -2.27953 0.72639 -1.62753
C -1.09422 0.26488 -0.78848
O 0.12316 0.25056 -1.58372
C -0.89698 1.07543 0.47407
N 0.27800 0.65726 1.24871
C 0.48561 -0.72675 1.63481
C 1.32761 -1.51222 0.59152
N 2.35335 -0.57367 0.07718
H -2.23996 1.80400 -1.78174
H -2.23920 0.30522 -2.62247
H -3.22825 0.48773 -1.15081
H -1.24846 -0.80031 -0.57129
H -0.07317 0.76520 -2.37580
H -1.77394 0.96376 1.09566
H -0.80264 2.11993 0.18592
H 0.37634 1.25460 2.04994
H -0.43037 -1.26275 1.89199
H 1.11949 -0.65611 2.52757
H 0.72972 -1.86795 -0.25067
H 1.83956 -2.32276 1.10961
H 1.95089 0.37446 0.31205
H 2.44797 -0.63098 -0.93768
H 3.27501 -0.69593 0.49116
*
```

Summary:
**SMILES string**: C[C@@H](O)CNCC[NH3+]
**Lowest unoccupied orbital energy**: -2.973 eV
**HOMO level**: -13.53 eV
**Kohn-Sham gap**: 10.55 eV

Results of the Löwdin charge analysis, in e, for atoms 1 through 6:
1 C -0.029
2 C -0.409
3 O -0.058
4 C -0.150
5 N -0.089
6 C -0.181


Model R:
Computed, not measured: a 2-piece molecular cluster, C5H15N2O overall, with ωB97M-V with the def2-TZVPD basis set.

```
! wB97M-V def2-TZVPD RIJCOSX def2/J DEFGRID3
* xyz 1 1
C -0.72152 -1.59852 2.56550
C -0.08619 -0.61925 1.56556
C -1.22007 0.12887 0.78931
C -0.56162 0.94105 -0.28525
C -0.86497 0.82224 -1.56982
N -0.06113 1.29368 -2.69265
N 0.75434 -1.27744 0.51675
H -1.16140 -2.37069 1.94593
H 0.07999 -1.99439 3.18811
H -1.51357 -1.12054 3.15214
H 0.51966 0.09932 2.11508
H -2.09267 -0.49168 0.49740
H -1.72068 0.83028 1.48031
H 0.32669 1.52241 -0.01335
H -1.71533 0.16697 -1.77251
H 0.77867 1.76873 -2.28207
H 0.35135 0.50702 -3.19989
H -0.70585 1.78265 -3.31445
H 0.26673 -2.06433 0.07565
H 1.40314 -1.87017 1.04193
H 2.96153 1.72329 -0.82836
H 2.59672 0.43222 -1.45611
O 2.38618 1.38829 -1.51922
*
```

Summary:
**Lowest unoccupied orbital energy**: -3.140 eV
**HOMO level**: -13.18 eV
**Kohn-Sham gap**: 10.04 eV

Results of the Löwdin charge analysis, in e, for atoms 1 through 6:
1 C -0.057
2 C -0.428
3 C -0.160
4 C -0.092
5 C -0.117
6 N 0.186


Model S:
Computed, not measured: a 2-piece molecular cluster, C5H15N2O overall, with ωB97M-V with the def2-TZVPD basis set.

```
! wB97M-V def2-TZVPD RIJCOSX def2/J DEFGRID3
* xyz 1 1
C -2.86380 -0.31945 0.91310
C -2.46485 1.19317 0.74704
C -1.03063 1.64881 0.59438
C 0.15268 0.66617 0.41189
C 1.14764 0.96431 -0.54550
N 2.21692 0.01210 -0.96705
N 0.34570 -0.32299 1.36671
H -1.91813 -0.84804 1.12729
H -3.26862 -0.75829 -0.05750
H -3.63289 -0.60472 1.72483
H -2.95120 1.49566 -0.22380
H -3.02309 1.91981 1.53591
H -0.65248 2.08342 1.51252
H -0.99606 2.38463 -0.15805
H 1.03179 1.88257 -1.13372
H 2.77899 -0.13027 -0.12172
H 1.95079 -0.88516 -1.32136
H 2.79686 0.46046 -1.67007
H 0.41142 -1.28200 1.10538
H -0.10551 -0.28426 2.27849
H 2.02505 -3.46449 -1.30073
H 1.61707 -3.00431 -2.86116
O 2.04393 -2.71337 -1.99492
*
```

Summary:
**Lowest unoccupied orbital energy**: -3.225 eV
**HOMO level**: -12.69 eV
**Kohn-Sham gap**: 9.46 eV

Results of the Löwdin charge analysis, in e, for atoms 1 through 6:
1 C -0.107
2 C -0.239
3 C -0.164
4 C -0.271
5 C -0.041
6 N 0.192


Relative energy table, unit kcal/mol: model P 32.8; model Q 0.0; model R 20.2; model S 41.0